Record 1
Here is a molecular structure, C60H47BrFGeN5P3Tl at a distorted geometry from the Open Molecules 2025 dataset. Energies are from ωB97M-V with the def2-TZVPD basis set.

Element x y z (Å)
Tl1 0.46682 -4.79916 0.21782
F1 1.91574 3.96228 0.59144
Ge1 0.79581 2.77223 -0.05673
C1 -0.70513 2.47006 1.25572
C2 -1.34746 3.60650 1.69674
C3 -2.21496 3.54970 2.75533
C4 -2.34220 2.39183 3.58068
C5 -1.76847 1.21580 3.10035
C6 -0.99837 1.27100 1.95094
P1 -0.35068 -0.16618 1.17230
C7 -1.76171 -0.84335 0.23326
C8 -3.11106 -0.47808 0.47718
C9 -4.13333 -1.14554 -0.17775
C10 -3.83285 -2.24138 -0.97937
C11 -2.54077 -2.63610 -1.19252
C12 -1.49871 -1.89636 -0.61824
C13 -0.31592 -1.44271 2.46694
C14 -1.35747 -2.30224 2.78565
C15 -1.22524 -3.08706 3.92491
C16 -0.05679 -2.98281 4.69135
C17 1.03254 -2.25793 4.24761
C18 0.92275 -1.50974 3.09521
C19 1.92998 1.27006 -0.64863
C20 1.37430 0.47633 -1.75669
C21 1.95462 -0.69922 -2.09638
C22 3.04333 -1.17744 -1.28139
C23 3.55409 -0.46008 -0.28253
C24 3.07844 0.78628 0.08929
P2 3.63371 1.89590 1.48258
C25 4.66653 3.06621 0.53182
C26 5.51828 3.79481 1.32120
C27 6.28886 4.75378 0.75747
C28 6.42163 4.91052 -0.63012
C29 5.58059 4.11574 -1.44476
C30 4.73103 3.12871 -0.86304
C31 5.05369 0.92570 2.14413
C32 5.07969 0.49255 3.44418
C33 6.18195 -0.12485 3.99189
C34 7.22575 -0.53688 3.16227
C35 7.24356 -0.12574 1.82548
C36 6.15434 0.56435 1.29271
C37 0.01914 4.04340 -1.44143
C38 0.81549 5.13254 -1.79225
C39 0.29694 6.17989 -2.52912
C40 -0.98163 6.09033 -3.08453
C41 -1.76008 4.95899 -2.82958
C42 -1.27380 3.94964 -1.98092
P3 -2.20630 2.37167 -1.78516
C43 -2.86784 2.04713 -3.49639
C44 -2.00825 1.20007 -4.22536
C45 -2.33567 0.85746 -5.53896
C46 -3.58352 1.32816 -6.02381
C47 -4.42699 2.15837 -5.29121
C48 -4.07287 2.48264 -3.98666
C49 -3.76229 2.96071 -0.95525
C50 -4.12522 4.26906 -0.50348
C51 -5.34561 4.50392 0.07181
C52 -6.31938 3.48316 0.08135
C53 -6.00232 2.19527 -0.28230
C54 -4.73366 1.99358 -0.80164
H1 -1.18034 4.59105 1.30785
H2 -2.76918 4.42361 2.90863
H3 -2.85652 2.39731 4.50972
H4 -1.79195 0.30473 3.72364
H5 -3.46805 0.35401 1.11707
H6 -5.13512 -0.84610 0.03274
H7 -4.68233 -2.69405 -1.47052
H8 -2.33205 -3.45204 -1.88214
H9 -0.48306 -2.03862 -0.89547
H10 -2.28237 -2.29976 2.22901
H11 -1.99597 -3.79075 4.20357
H12 0.00962 -3.63566 5.59467
H13 1.98050 -2.23783 4.82164
H14 1.74482 -0.88502 2.84394
H15 0.40430 0.85975 -2.28075
H16 1.63747 -1.28097 -2.98138
H17 3.46819 -2.15044 -1.46378
H18 4.39235 -0.79379 0.34652
H19 5.54632 3.69920 2.43241
H20 6.95751 5.39922 1.34906
H21 7.03763 5.71184 -1.04865
H22 5.49651 4.34990 -2.48966
H23 4.01796 2.50525 -1.39465
H24 4.17156 0.63763 4.02474
H25 6.22855 -0.35767 5.04809
H26 8.12745 -1.13207 3.57062
H27 8.05774 -0.38126 1.14214
H28 6.10452 0.88359 0.22746
H29 1.77684 5.22614 -1.38179
H30 0.87173 7.09156 -2.72557
H31 -1.26493 6.85816 -3.72621
H32 -2.68428 4.84494 -3.39995
H33 -1.08792 0.81791 -3.83104
H34 -1.66323 0.19982 -6.15099
H35 -3.78546 1.00692 -7.07806
H36 -5.32171 2.49589 -5.76269
H37 -4.74476 3.17132 -3.41111
H38 -3.42053 5.05326 -0.62659
H39 -5.70470 5.48260 0.35290
H40 -7.33296 3.72001 0.39693
H41 -6.66980 1.38292 -0.12814
H42 -4.48193 1.01239 -1.18893
N1 1.60494 -9.16325 -1.60014
C55 1.92460 -7.94739 -1.14106
N2 0.98302 -7.53247 -0.35724
C56 0.08435 -8.55520 -0.33596
N3 0.44999 -9.59192 -1.11513
C57 -1.11639 -8.43197 0.50193
C58 -1.64638 -9.60412 1.18747
N4 -2.68767 -9.49395 1.95549
C59 -3.17221 -8.26133 2.20827
C60 -2.61061 -7.17070 1.62722
N5 -1.59119 -7.21476 0.78485
H43 2.08361 -9.66665 -2.28442
H44 2.82784 -7.37414 -1.49103
H45 -1.21142 -10.58683 1.01457
H46 -4.01318 -8.26354 2.89654
H47 -3.05067 -6.17479 1.86136
Br1 0.63589 -4.18537 -2.44141

Its frontier orbital gap is 7.4 eV. As for the highest occupied orbital energy: -0.2808 hartree. For the largest force on an atom, the calculation gives 0.070 Eh/bohr. The value obtained for the calculated total energy is -8535.7315 Eh.

=====

Record 2
Here is a molecular structure, C60H47CoN7O7 at a distorted geometry from the Open Molecules 2025 dataset. Energies are from ωB97M-V with the def2-TZVPD basis set.

Element x y z (Å)
Co1 0.43725 -0.17835 -0.75950
C1 -8.17155 -1.68155 -3.36561
O1 -7.88835 -0.36694 -2.74064
C2 -6.60611 0.08355 -2.95152
C3 -5.49864 -0.74028 -2.73095
C4 -4.22681 -0.23658 -2.73253
C5 -4.05141 1.16792 -2.57987
C6 -5.20989 2.02728 -2.84428
C7 -6.40300 1.48481 -3.22504
C8 -2.84621 1.64693 -2.09735
C9 -3.18547 3.05552 -1.37584
C10 -3.96596 3.05629 -0.08552
C11 -4.50733 4.42106 0.12309
C12 0.56716 2.69106 0.03456
N1 -3.18900 4.12379 -1.99013
C13 1.72702 2.49680 1.05106
C14 2.06162 1.01642 1.37590
C15 3.05542 0.59908 2.30875
C16 3.00601 -0.78064 2.42287
C17 1.97242 -1.24953 1.58091
C18 1.49626 -2.60849 1.23903
C19 0.70910 -3.49150 2.11650
C20 0.63333 -3.28830 3.50571
C21 0.06150 -4.21613 4.33376
C22 -0.66075 -5.29271 3.79629
O2 -1.27330 -6.12685 4.67686
C23 -2.52031 -6.74792 4.35647
C24 -0.63350 -5.48607 2.38845
C25 0.07089 -4.61750 1.58385
C26 1.48032 -2.82740 -0.25361
N2 0.97720 -1.82567 -1.14218
C27 1.24550 -2.18211 -2.48437
C28 0.92237 -1.40280 -3.64908
C29 1.81120 -1.66742 -4.74945
C30 3.21668 -1.94249 -4.55435
C31 4.01459 -2.27020 -5.61075
C32 3.50368 -2.17157 -6.93215
O3 4.25986 -2.44792 -8.06143
C33 5.48191 -1.71922 -8.24240
C34 2.13525 -1.82813 -7.12974
C35 1.29462 -1.67645 -6.03610
C36 -0.00450 -0.28434 -3.59624
C37 -0.41083 0.59379 -4.63978
C38 -1.40967 1.38889 -4.13226
C39 -1.61570 1.09052 -2.73628
N3 -0.66890 0.12140 -2.36136
C40 1.83561 -3.47790 -2.43919
C41 1.94038 -3.89311 -1.10918
N4 1.37709 -0.10123 0.88324
C42 2.85545 3.44076 0.66177
C43 3.61413 3.24336 -0.48562
C44 4.45947 4.23746 -0.98644
C45 4.55592 5.47408 -0.32345
O4 5.13517 6.61037 -0.83412
C46 5.74284 6.56249 -2.13742
C47 3.87324 5.61946 0.93061
C48 3.09621 4.57502 1.45408
H1 -9.26278 -1.80249 -3.26279
H2 -7.63128 -2.49622 -2.85918
H3 -7.87000 -1.60547 -4.41325
H4 -5.61250 -1.79277 -2.44689
H5 -3.36922 -0.93529 -2.73303
H6 -5.13209 3.09794 -2.68403
H7 -7.21053 2.10475 -3.61600
H8 -4.02579 2.13085 0.43407
H9 -4.92911 4.50956 1.07323
H10 3.60029 1.26829 2.98538
H11 3.69044 -1.47599 2.87352
H12 0.98151 -2.35840 3.95824
H13 0.07419 -4.16613 5.41343
H14 -2.87192 -7.15731 5.30088
H15 -2.33875 -7.55360 3.68235
H16 -3.25756 -6.07562 3.89634
H17 -1.14548 -6.32787 1.88828
H18 0.17590 -4.90762 0.51883
H19 3.65596 -1.80752 -3.54500
H20 5.04285 -2.61352 -5.43360
H21 5.79526 -1.90480 -9.28877
H22 6.23950 -2.16505 -7.59237
H23 5.34363 -0.64250 -8.07640
H24 1.76669 -1.73722 -8.14816
H25 0.20999 -1.48497 -6.17152
H26 -0.04746 0.63231 -5.68086
H27 -2.01920 2.16663 -4.61159
H28 2.09031 -4.03629 -3.34677
H29 2.28623 -4.86305 -0.83586
H30 3.47431 2.32836 -1.07463
H31 5.12248 4.04856 -1.80662
H32 5.01609 6.29082 -2.95601
H33 6.56418 5.82475 -2.15012
H34 6.15388 7.55726 -2.33815
H35 3.97821 6.54828 1.48318
H36 2.61850 4.79517 2.39120
O5 -3.90995 -1.48395 0.80876
H37 -4.21971 -2.34016 1.15194
H38 -4.01081 -1.56414 -0.16538
O6 0.50883 2.97550 -1.11808
O7 -4.32300 5.23989 -0.74367
N5 -0.01368 1.73775 6.30393
C49 0.03752 0.88042 7.38410
C50 0.86948 0.98262 8.47718
C51 1.16103 -0.18412 9.15038
C52 0.55929 -1.37823 8.76596
C53 -0.29437 -1.51718 7.67379
C54 -0.56688 -0.36403 6.92294
N6 -0.87292 -0.20091 5.56666
C55 -0.48464 1.00954 5.22268
C56 -0.47789 1.56786 3.83096
C57 -1.41502 1.16209 2.79724
C58 -1.32521 1.67416 1.52852
N7 -0.47547 2.63225 1.12641
C59 0.63811 3.05227 2.18248
C60 0.51871 2.52999 3.53812
H39 0.25140 2.74191 6.30837
H40 1.32294 1.92894 8.80427
H41 1.85377 -0.20364 9.97244
H42 0.73297 -2.28817 9.32849
H43 -0.75384 -2.49817 7.44226
H44 -2.14186 0.34546 2.99227
H45 -1.99043 1.25189 0.76414
H46 0.67293 4.17440 2.15189
H47 1.31256 2.74109 4.28566

Its frontier orbital gap (alpha / beta) is 5.0 / 5.7 eV. As for the highest occupied orbital energy (alpha / beta): -0.2354 / -0.2652 hartree. For the largest force on an atom, the calculation gives 0.150 Eh/bohr. As for the multiplicity: 4. The value obtained for the calculated total energy is -4606.8736 Eh.

=====

calculated total energy of number 1 (C60H47BrFGeN5P3Tl)?
-8535.7315 Eh